DFT (the ωB97M-V functional and the def2-TZVPD basis) results for F14KN7Na3O28S14 as an isolated structure.

Positions of all 67 atoms, in Å:
Na 2.96248 3.25611 1.35851
Na -2.73252 -0.97787 1.38465
Na -1.08811 -1.49708 4.08433
K 0.44433 0.49817 0.10243
N 0.87317 3.31048 0.16743
S 1.04146 3.94923 -1.38954
O 2.28190 4.69475 -1.59176
O -0.11470 4.45046 -2.14321
F 1.31361 2.60241 -2.13100
S 0.00259 4.49179 0.60268
O -1.39567 4.35036 0.37834
O 0.57378 5.84585 0.64597
F 0.14701 4.06907 2.16058
N 5.69557 0.33095 -2.68845
S 4.23342 -0.50794 -2.23229
O 2.89846 0.08432 -2.02378
O 4.54831 -1.67105 -1.42033
F 4.07713 -1.26531 -3.64633
S 5.17155 1.55928 -2.00806
O 5.18108 1.57230 -0.55365
O 4.15977 2.36499 -2.64270
F 6.47951 2.43918 -2.19927
N -2.63685 0.28125 3.37549
S -2.27973 1.72187 3.59009
O -1.38949 1.97759 4.73471
O -3.20403 2.82051 3.18511
F -1.28752 1.88426 2.30386
S -4.13638 0.34229 4.19722
O -5.22211 0.75930 3.32367
O -4.07284 0.68705 5.60115
F -4.32252 -1.27274 4.24523
N -2.25166 0.06476 -0.84446
S -3.47874 0.86390 -1.20978
O -4.74032 0.54772 -0.60160
O -3.53773 1.66223 -2.42889
F -3.13533 1.98619 -0.15246
S -2.77903 -1.26227 -1.74029
O -3.22244 -1.07533 -3.09504
O -3.29876 -2.32931 -0.87517
F -1.29714 -1.91320 -2.00518
N -1.16513 -1.91738 -6.55691
S -0.19698 -2.29271 -5.50018
O 1.21396 -2.23678 -5.85793
O -0.66463 -3.39461 -4.74815
F -0.51203 -1.01676 -4.55697
S -0.96525 -3.34210 -7.48545
O -1.60942 -4.57149 -7.01672
O 0.27476 -3.36205 -8.20035
F -1.88802 -2.86307 -8.71230
N 3.18572 1.73810 3.26209
S 3.65638 0.29579 3.00445
O 3.17583 -0.32031 1.78399
O 3.88417 -0.67351 4.07415
F 5.12892 0.71359 2.56626
S 2.03617 1.41953 4.49355
O 2.45545 1.84927 5.82084
O 1.08864 0.33576 4.33854
F 1.10353 2.62938 4.01265
N -1.36792 -2.85390 2.20882
S -2.31691 -4.23016 2.09972
O -2.65621 -4.86458 3.39387
O -2.10350 -5.02326 0.86833
F -3.64699 -3.38283 1.90367
S -0.09784 -3.63281 2.16445
O 0.52532 -4.05597 0.89767
O 0.23949 -4.37907 3.34822
F 0.76096 -2.26456 2.57546

Its HOMO energy is -2.9 eV. The calculation puts the largest force on an atom at 12.3 eV/A. The calculation puts the molar mass at 1369.0 g mol⁻¹. As for the total charge: -3.